ORCA calculation (the ωB97M-V functional and the def2-TZVPD basis) on a structure of composition C36H35AsBN5O4PS2Zr.

Geometry as ORCA input:
```
! wB97M-V def2-TZVPD RIJCOSX def2/J DEFGRID3
* xyz 3 1
Zr -0.4411 -0.6783 1.0807
N -1.7741 1.2991 4.7138
C -1.3906 2.5071 4.1823
C -1.2059 3.7639 4.7439
C -0.6886 4.7418 3.9187
C -0.3549 4.4800 2.5844
C -0.5551 3.2406 2.0058
C -1.0886 2.2408 2.8255
N -1.3162 0.9003 2.5673
C -1.6667 0.3668 3.7379
C -1.7515 -1.0628 3.9369
C -2.0882 -1.7542 5.0769
S -1.8614 -3.4295 4.8569
C -1.3365 -3.1235 3.2563
N -1.3265 -1.8651 2.9058
H -1.9871 1.1310 5.6844
H -1.4174 3.9563 5.7825
H -0.4976 5.7225 4.3243
H 0.1021 5.2620 2.0009
H -0.2066 3.0188 0.9997
H -2.4431 -1.3724 6.0131
H -1.0352 -3.9128 2.5857
S 1.4475 -0.2686 2.6488
C 2.9360 -0.6723 1.7787
C 4.0342 -1.1041 2.5140
C 5.2431 -1.3487 1.8895
C 5.3693 -1.1466 0.5250
C 4.2853 -0.7006 -0.2091
C 3.0528 -0.4675 0.3981
As 1.4979 0.1693 -0.6059
C 2.1591 -0.3217 -2.4110
C 2.5730 0.5959 -3.3730
C 3.1355 0.1461 -4.5593
C 3.2843 -1.2100 -4.7998
C 2.8693 -2.1271 -3.8455
C 2.3103 -1.6870 -2.6590
C 1.8559 2.1076 -0.6262
C 1.0048 2.9251 -1.3743
C 1.2082 4.2938 -1.4205
C 2.2477 4.8615 -0.6989
C 3.0878 4.0595 0.0552
C 2.8981 2.6862 0.0906
H 3.9288 -1.2354 3.5784
H 6.0872 -1.6837 2.4686
H 6.3078 -1.3307 0.0287
H 4.3910 -0.5142 -1.2723
H 2.4790 1.6605 -3.1866
H 3.4724 0.8622 -5.2913
H 3.7349 -1.5523 -5.7189
H 2.9974 -3.1844 -4.0200
H 2.0152 -2.4020 -1.8932
H 0.2012 2.4613 -1.9461
H 0.5771 4.9235 -2.0295
H 2.4139 5.9267 -0.7354
H 3.9037 4.5018 0.6049
H 3.5713 2.0578 0.6654
N -3.0633 2.8879 0.2221
C -3.9475 1.7375 -0.0753
P -2.8050 0.2536 -0.3627
O -2.9202 -0.8105 0.6869
O -1.4370 0.8776 -0.4130
C -3.2393 -0.6365 -1.9689
N -3.7141 -1.9865 -1.5969
H -2.6889 2.8736 1.1955
H -3.5175 3.7966 0.0556
H -2.2167 2.7952 -0.3778
H -4.5313 1.9633 -0.9657
H -4.6374 1.5482 0.7469
H -2.3127 -0.7059 -2.5426
H -3.9779 -0.1208 -2.5768
H -4.5980 -2.2438 -2.0510
H -3.8233 -1.9973 -0.5564
H -2.9868 -2.7297 -1.8258
O -0.5105 -2.1716 -1.4485
B -0.5921 -2.5837 -0.0825
O -1.3276 -3.7609 -0.0565
C -1.5793 -4.1512 -1.3434
C -2.2011 -5.2926 -1.8231
C -2.2513 -5.4500 -3.2007
C -1.6810 -4.5151 -4.0599
C -1.0721 -3.3610 -3.5881
C -1.0511 -3.1806 -2.2135
H -2.5832 -6.0396 -1.1504
H -2.7113 -6.3353 -3.6096
H -1.6854 -4.7064 -5.1208
H -0.5863 -2.6672 -4.2548
*
```

HOMO = -14.9 eV
Electronic energy = -147278.2997 eV

---

ORCA calculation (the ωB97M-V functional and the def2-TZVPD basis) on the ion C9H17O2Si with charge -1.

Geometry as ORCA input:
```
! wB97M-V def2-TZVPD RIJCOSX def2/J DEFGRID3
* xyz -1 1
C -3.9587 1.4408 0.6963
C -3.1350 0.4508 0.5154
C -2.1313 -0.3339 0.1744
C 0.1032 0.6007 -2.2393
C 0.5305 2.2255 -0.4589
C 2.7319 -0.5438 -0.1918
C 1.1424 -0.2592 2.1901
C 0.5979 -2.4287 -0.1517
C 0.4156 0.8267 -0.9744
O -1.0301 -0.4141 0.8692
O -2.3048 -1.2218 -0.8776
Si 0.8067 -0.5589 0.3158
H -3.8547 2.3916 0.1753
H -4.8024 1.3888 1.3791
H -1.4393 -1.6313 -0.9923
H -0.0987 1.3986 -2.9459
H 0.0254 -0.3972 -2.6441
H 1.5443 2.3930 -0.0941
H 0.3005 2.9701 -1.2244
H -0.1484 2.3559 0.3822
H 3.2863 -1.3567 0.2738
H 2.8771 -0.6352 -1.2670
H 3.2211 0.3809 0.1110
H 2.2029 -0.2485 2.4189
H 0.7167 0.6841 2.5105
H 0.6752 -1.0337 2.7882
H 0.6439 -2.5735 -1.2286
H 1.4094 -3.0087 0.2757
H -0.3276 -2.8624 0.2141
*
```

HOMO = -3.8 eV
Electronic energy = -21580.9434 eV

---

ORCA calculation (the ωB97M-V functional and the def2-TZVPD basis) on a structure of composition C13H21BCdN6O.

Geometry as ORCA input:
```
! wB97M-V def2-TZVPD RIJCOSX def2/J DEFGRID3
* xyz 0 1
H 2.9515 0.3853 0.8868
N 1.5654 -0.8776 -0.0506
B 0.1961 -2.8176 -0.9373
N 1.5314 -2.2038 -0.3936
C 2.7376 -2.7566 -0.1247
Cd 0.0008 0.5739 0.4451
H 2.9095 -3.8056 -0.3453
C 3.5520 -1.7671 0.4395
H 4.5683 -1.8467 0.7813
C 2.7668 -0.6083 0.4851
H 0.3315 -3.9861 -1.1434
C -1.9116 2.1640 -1.0065
H -2.1602 3.1640 -0.6478
H -2.2038 1.3944 -0.2641
H -2.4650 2.0583 -1.9396
N -0.1632 -2.0679 -2.2584
N -0.9632 -2.5738 0.0923
N -0.3212 -0.6955 -2.2111
N -1.2249 -1.2990 0.5275
C -0.3421 -2.5152 -3.5268
C -1.7782 -3.4378 0.7390
H -0.2530 -3.5686 -3.7651
H -1.7219 -4.4992 0.5398
C -0.6359 -1.4083 -4.3297
C -2.5829 -2.7050 1.6178
C -0.6155 -0.2919 -3.4496
C -2.2006 -1.3626 1.4525
H -0.8316 -1.3844 -5.3859
H -3.3265 -3.0682 2.2878
H -0.7933 0.7568 -3.6822
H -2.5358 -0.4753 1.9563
H -0.8660 2.0823 -1.2302
C 0.7378 4.0329 1.0014
C 0.9389 3.0848 2.1962
C 0.2562 3.5911 3.4446
O 0.5335 1.7543 2.0465
H -0.3331 4.1562 0.7533
H 1.2593 3.6719 0.0995
H 1.1485 5.0325 1.2383
H 2.0259 3.0447 2.3881
H -0.8242 3.6532 3.2750
H 0.4037 2.8552 4.2416
H 0.6390 4.5661 3.7566
*
```

HOMO = -8.8 eV
Electronic energy = -30051.3562 eV

---

ORCA calculation (the ωB97M-V functional and the def2-TZVPD basis) on a cluster of 6 separate species, C38H91N5O8 in total.

Geometry as ORCA input:
```
! wB97M-V def2-TZVPD RIJCOSX def2/J DEFGRID3
* xyz 4 1
C 8.9944 13.2456 9.6869
C 9.3737 14.6030 10.2215
C 9.8632 14.4469 11.7021
C 11.3243 14.0283 11.7520
N 11.9563 13.8433 13.0779
C 13.5194 13.5876 12.9197
C 13.8425 12.2806 13.5259
C 12.5614 11.5561 13.4107
C 11.4854 12.5660 13.8037
C 11.7734 15.0828 13.8955
H 8.0841 12.8931 10.1662
H 9.7260 12.4697 9.8592
H 8.8223 13.2899 8.6144
H 8.6018 15.3855 10.2426
H 10.2557 15.0085 9.6920
H 9.2760 13.6915 12.2546
H 9.7906 15.4621 12.1683
H 12.0105 14.7281 11.2951
H 11.5376 13.0780 11.2523
H 14.0521 14.3747 13.4088
H 13.7850 13.5940 11.8701
H 14.2131 12.5200 14.5723
H 14.6164 11.8628 12.9069
H 12.4491 10.7398 14.1546
H 12.4607 11.1286 12.3969
H 11.5171 12.7584 14.8636
H 10.4631 12.3449 13.4300
H 12.5438 15.0819 14.6558
H 10.8110 15.0501 14.3895
H 11.9833 16.0000 13.3730
C 18.5651 23.6362 19.0406
C 17.4956 22.8340 18.3859
C 18.0174 21.4922 17.8741
C 16.9147 20.6168 17.3057
N 17.3123 19.2505 16.8085
C 17.9244 18.4468 17.9720
C 18.9501 17.5543 17.3426
C 19.5930 18.4696 16.3413
C 18.4412 19.3117 15.7605
C 16.1150 18.5258 16.2701
H 18.2225 24.5237 19.6283
H 19.2459 24.1557 18.3774
H 19.1347 23.0750 19.7873
H 16.9425 23.2863 17.5233
H 16.5917 22.6413 18.9745
H 18.5427 21.0023 18.7252
H 18.8458 21.6034 17.1551
H 16.4286 21.1535 16.4734
H 16.1444 20.4392 18.0471
H 17.1064 17.9116 18.4534
H 18.4173 19.1609 18.6478
H 18.4211 16.7010 16.8628
H 19.6199 17.2443 18.1592
H 20.0917 17.8915 15.5567
H 20.2543 19.0817 16.9273
H 18.0241 18.8936 14.8589
H 18.5991 20.3489 15.5689
H 15.3728 18.4807 17.0716
H 16.2872 17.5073 15.9237
H 15.7269 19.0607 15.4095
C 11.3211 11.6716 19.0641
O 12.0706 12.7868 18.5321
C 12.9692 13.3505 19.4968
C 12.6950 14.8202 19.4778
N 12.7287 15.4257 18.1235
H 13.6544 15.2411 17.7311
H 12.0431 14.9693 17.5219
C 12.5979 16.8911 18.3177
C 12.2760 17.5381 16.9791
O 12.4601 18.9116 17.1290
C 12.1045 19.6471 15.9406
H 11.9594 10.9518 19.5538
H 10.8586 11.1266 18.2249
H 10.4727 11.9628 19.7018
H 13.9958 12.9667 19.3506
H 12.6766 13.0750 20.5404
H 13.4460 15.3543 20.0355
H 11.7326 14.9624 19.9467
H 13.5346 17.1966 18.7058
H 11.7550 17.0293 18.9833
H 11.2343 17.2643 16.7463
H 13.0284 17.1763 16.1950
H 11.9609 20.7184 16.2665
H 11.0845 19.3562 15.6037
H 12.8335 19.5673 15.1251
C 22.7448 16.3747 10.2685
O 21.4486 16.0818 9.6680
C 21.3982 16.0844 8.2423
C 20.0312 15.4384 7.8581
N 19.0219 15.8712 8.9718
H 19.5857 16.3907 9.6062
H 18.2387 16.4664 8.5937
C 18.4374 14.7059 9.8234
C 17.9468 15.2225 11.1583
O 18.8840 15.9615 11.9364
C 19.7916 15.1821 12.6918
H 22.4452 16.5764 11.2981
H 23.1356 17.2528 9.7702
H 23.3829 15.5366 10.1502
H 22.2342 15.5827 7.7644
H 21.4789 17.0821 7.8320
H 20.1244 14.3499 7.9664
H 19.7008 15.7621 6.8752
H 19.2812 14.0818 10.0157
H 17.7576 14.1283 9.2577
H 17.6632 14.3437 11.7676
H 17.0575 15.8481 11.0412
H 20.2506 15.8317 13.4544
H 20.5895 14.7519 12.0652
H 19.2537 14.3520 13.2237
C 23.2844 8.8433 21.1645
O 23.2565 10.2181 21.5333
C 22.5230 10.5028 22.6924
C 21.8645 11.8966 22.4929
N 22.9228 12.7623 21.8682
H 23.5855 13.1344 22.5198
H 23.4116 12.0614 21.3262
C 22.6008 13.7105 20.7071
C 21.7226 13.0922 19.7131
O 20.3828 13.3834 20.0588
C 19.3913 12.9182 19.1539
H 23.3429 8.8579 20.0761
H 22.3459 8.3476 21.4046
H 24.0204 8.1763 21.6468
H 23.2082 10.4429 23.5372
H 21.7336 9.7441 22.8122
H 21.5078 12.3176 23.4126
H 20.9914 11.7840 21.8598
H 23.5782 13.9044 20.2843
H 22.0410 14.5935 21.0569
H 21.7835 12.0062 19.5266
H 21.9340 13.5055 18.7203
H 18.4614 13.4668 19.3335
H 19.1939 11.8625 19.3138
H 19.7345 13.1076 18.1515
C 16.5939 14.3265 15.8374
C 15.3226 14.7549 16.4563
O 14.2334 14.5603 15.8189
O 15.4243 15.3204 17.5725
H 17.5126 14.2322 16.4445
H 16.7873 14.9228 14.9468
H 16.3902 13.3468 15.4384
*
```

HOMO = -17.0 eV
Electronic energy = -64675.4385 eV

---

ORCA calculation (the ωB97M-V functional and the def2-TZVPD basis) on the molecule C3H4ClNS.

Geometry as ORCA input:
```
! wB97M-V def2-TZVPD RIJCOSX def2/J DEFGRID3
* xyz 0 1
C 0.1337 -2.0457 -0.2229
C -0.0248 -0.7630 0.2185
Cl -0.9990 -0.4342 1.6992
C 0.5392 0.3059 -0.5478
N 1.8538 0.2811 -0.7485
S -0.3220 1.5619 -1.1122
H 0.5855 -2.2687 -1.2243
H -0.2096 -2.9116 0.3412
H 2.4052 -0.4137 -0.4768
H 2.4890 1.0334 -1.1791
*
```

Structure (SMILES) = C=C(Cl)C(N)=S
HOMO = -8.5 eV
Electronic energy = -28022.3244 eV

---

ORCA calculation (the ωB97M-V functional and the def2-TZVPD basis) on a cluster of 12 separate species, C22H68N8O12 in total.

Geometry as ORCA input:
```
! wB97M-V def2-TZVPD RIJCOSX def2/J DEFGRID3
* xyz 0 1
N 13.7290 -1.6110 -15.0320
C 14.8970 -2.2030 -15.3270
N 15.5050 -1.5690 -16.2790
O 15.4220 -3.3190 -14.7220
H 13.1380 -2.0020 -14.2510
H 13.2640 -0.8440 -15.6030
H 16.4810 -1.8600 -16.5580
H 15.0690 -0.8520 -16.8770
N 10.2190 -5.0990 -16.2040
C 9.5330 -5.0810 -15.1130
N 8.2580 -5.1030 -15.3740
O 10.1490 -5.0220 -13.9010
H 11.2080 -4.8880 -16.2400
H 9.7040 -5.0640 -17.1250
H 7.5880 -4.8630 -14.5870
H 7.9250 -5.0170 -16.3120
N 14.6570 -2.5420 -12.2330
C 14.9410 -2.6240 -10.9500
N 14.7800 -3.8270 -10.6040
O 15.3730 -1.6070 -10.1880
H 14.7630 -1.6510 -12.6940
H 14.4970 -3.2740 -12.9260
H 14.8920 -4.1660 -9.6310
H 14.5290 -4.5300 -11.3200
N 13.0050 -7.4710 -8.6620
C 13.1870 -6.2950 -9.1430
N 12.3870 -6.0400 -10.1530
O 14.0680 -5.4470 -8.6050
H 13.3280 -7.6450 -7.6840
H 12.4160 -8.2050 -9.1650
H 12.6350 -5.1860 -10.6220
H 11.7180 -6.6120 -10.5520
C 12.7480 -2.7290 -18.4380
C 12.8900 -4.0590 -17.8030
C 14.1250 -4.7530 -18.3860
O 13.0680 -4.0420 -16.5540
H 11.9810 -2.0690 -18.0300
H 12.5390 -2.7580 -19.5310
H 13.7730 -2.3780 -18.5200
H 11.9580 -4.7400 -18.0160
H 13.8800 -5.8080 -18.3760
H 15.0500 -4.4440 -17.8300
H 14.3860 -4.3820 -19.4450
H 13.7090 -3.3570 -16.3660
C 12.4030 -9.0130 -12.1830
C 11.8200 -9.6660 -10.9400
C 12.7790 -10.6360 -10.3290
O 11.2820 -8.9570 -10.0360
H 12.9030 -9.7590 -12.7720
H 13.2420 -8.3320 -11.9370
H 11.7180 -8.7420 -12.9170
H 11.0660 -10.2920 -11.1970
H 13.1300 -11.4740 -10.9570
H 12.5200 -11.0470 -9.3560
H 13.6190 -10.0670 -10.0530
H 10.5060 -8.4920 -10.4580
C 8.6940 -8.4550 -11.3330
C 8.9720 -7.0750 -11.8490
C 8.4220 -5.9870 -10.8840
O 10.2310 -6.8980 -11.9610
H 7.6960 -8.7000 -11.6600
H 8.8810 -8.5270 -10.2130
H 9.3380 -9.2230 -11.8010
H 8.5740 -6.9910 -12.8740
H 8.6150 -5.0160 -11.3360
H 8.7970 -6.0830 -9.8910
H 7.3740 -6.1210 -10.6560
H 10.4510 -6.1440 -12.5410
C 11.1400 -3.1480 -11.1260
C 11.1120 -2.1720 -12.2770
C 11.6810 -0.7860 -11.9310
O 11.6820 -2.4440 -13.3810
H 12.1950 -3.2040 -10.7860
H 10.9110 -4.2230 -11.4650
H 10.4130 -2.9270 -10.3850
H 10.0330 -2.0180 -12.4730
H 11.7370 -0.1400 -12.7830
H 12.6670 -0.9520 -11.5820
H 11.1730 -0.4000 -11.0690
H 11.4850 -3.3850 -13.5720
C 15.8800 -8.2500 -14.6940
C 16.9180 -7.1470 -14.7030
C 16.4140 -6.1490 -15.7010
O 16.9580 -6.4780 -13.6460
H 15.6170 -8.6470 -15.6890
H 15.0000 -7.9660 -14.1480
H 16.2590 -9.0120 -14.0720
H 17.9710 -7.4960 -14.9530
H 17.1620 -5.4130 -15.6880
H 15.5150 -5.5150 -15.4960
H 16.2050 -6.6430 -16.5960
H 17.8500 -6.1510 -13.6320
C 17.7830 -5.0300 -10.9870
O 17.8320 -3.6460 -11.0090
H 18.2260 -5.5090 -10.1330
H 18.2790 -5.4100 -11.7900
H 16.7070 -5.4120 -11.0470
H 16.9540 -3.3850 -11.2340
C 12.3840 -7.6050 -16.2500
O 11.3800 -7.4200 -17.1770
H 11.9700 -7.3050 -15.2690
H 13.2870 -7.0260 -16.3750
H 12.6550 -8.6620 -16.1850
H 10.8190 -6.6670 -17.0580
C 13.1080 -5.6690 -13.4400
O 14.3030 -5.2590 -12.8610
H 13.2600 -6.6720 -13.7290
H 12.9090 -5.1110 -14.3360
H 12.3460 -5.6590 -12.6720
H 15.0050 -5.4170 -13.4770
*
```

Structure (SMILES) = NC(N)=O.NC(N)=O.NC(N)=O.NC(N)=O.CC(C)O.CC(C)O.CC(C)O.CC(C)O.CC(C)O.CO.CO.CO
HOMO = -7.8 eV
Electronic energy = -60401.0094 eV

---

- Which of these has the highest HOMO?
  C9H17O2Si